Record 1
{"formula": "C23H26N6", "method": "the ωB97M-V functional and the def2-TZVPD basis", "energy_ev": -33213.7982, "multiplicity": 1, "e_above_lowest_kcal_mol": 1.4, "smiles": "Cc1ccc(C)c(-n2cc(CN[C@H](C)Cn3cncn3)c(-c3ccccc3)n2)c1", "homo_lumo_gap_ha": 0.3252, "species": ["C", "C", "C", "C", "C", "C", "C", "N", "C", "C", "C", "N", "C", "C", "C", "N", "C", "N", "C", "N", "C", "C", "C", "C", "C", "C", "C", "N", "C", "H", "H", "H", "H", "H", "H", "H", "H", "H", "H", "H", "H", "H", "H", "H", "H", "H", "H", "H", "H", "H", "H", "H", "H", "H", "H"], "xyz": [[-0.077, -3.321, -6.201], [-0.041, -2.025, -5.449], [0.132, -0.817, -6.111], [0.176, 0.370, -5.404], [0.057, 0.406, -4.021], [0.117, 1.710, -3.292], [-0.113, -0.812, -3.355], [-0.232, -0.868, -1.958], [0.216, -1.862, -1.151], [-0.155, -1.555, 0.137], [0.221, -2.324, 1.368], [0.905, -1.550, 2.392], [2.026, -0.748, 1.934], [3.157, -1.644, 1.432], [2.521, 0.084, 3.129], [1.588, 1.111, 3.496], [1.414, 2.335, 2.966], [0.457, 2.972, 3.597], [0.053, 2.081, 4.523], [0.710, 0.947, 4.492], [-0.840, -0.315, 0.014], [-1.464, 0.521, 1.033], [-2.056, -0.021, 2.171], [-2.665, 0.801, 3.100], [-2.696, 2.172, 2.907], [-2.111, 2.720, 1.778], [-1.500, 1.903, 0.848], [-0.858, 0.070, -1.254], [-0.165, -2.005, -4.069], [-0.677, -4.059, -5.675], [-0.487, -3.177, -7.197], [0.933, -3.719, -6.307], [0.228, -0.805, -7.186], [0.309, 1.299, -5.939], [-0.864, 1.959, -2.892], [0.443, 2.504, -3.959], [0.804, 1.650, -2.449], [0.777, -2.693, -1.527], [0.874, -3.152, 1.074], [-0.665, -2.763, 1.836], [0.241, -0.951, 2.874], [1.740, -0.047, 1.124], [3.384, -2.398, 2.181], [2.869, -2.140, 0.510], [4.048, -1.054, 1.237], [3.478, 0.553, 2.886], [2.637, -0.574, 3.992], [1.992, 2.721, 2.152], [-0.727, 2.280, 5.228], [-2.070, -1.091, 2.317], [-3.121, 0.367, 3.979], [-3.172, 2.812, 3.635], [-2.126, 3.789, 1.628], [-1.043, 2.319, -0.037], [-0.325, -2.932, -3.538]], "forces_ev_per_angstrom": [[0.08, 0.00, 0.02], [0.03, 0.12, 0.00], [-0.02, -0.08, 0.05], [-0.02, -0.10, 0.04], [0.01, -0.08, 0.16], [-0.05, 0.18, -0.03], [-0.02, 0.09, -0.86], [0.27, -0.37, 0.65], [-0.09, 0.04, 0.42], [0.05, -0.06, -0.29], [-0.01, -0.08, 0.00], [-0.10, 0.19, 0.21], [0.32, 0.05, 0.12], [-0.29, 0.26, 0.08], [0.16, -0.53, -0.48], [-0.17, 0.69, -0.07], [-0.05, -0.11, 0.21], [0.01, 0.57, -0.19], [0.33, -0.07, -0.20], [-0.18, -0.64, 0.64], [0.33, -0.54, -0.56], [-0.13, 0.31, 0.22], [0.05, 0.01, -0.13], [-0.11, 0.03, 0.08], [-0.13, -0.01, -0.04], [-0.12, 0.03, -0.03], [-0.02, -0.08, 0.01], [-0.58, 0.49, 0.11], [0.00, 0.13, 0.07], [-0.04, -0.09, -0.02], [-0.03, -0.05, -0.07], [0.02, -0.09, -0.05], [0.00, 0.00, -0.12], [0.02, 0.11, -0.02], [0.06, 0.11, 0.05], [0.06, 0.03, -0.07], [0.01, 0.08, 0.07], [0.13, -0.14, -0.11], [-0.16, -0.03, 0.01], [0.13, -0.06, -0.04], [0.05, -0.07, 0.02], [0.07, -0.10, 0.15], [0.06, -0.13, 0.10], [0.03, -0.09, -0.12], [0.12, 0.04, -0.08], [-0.08, -0.04, 0.04], [0.06, 0.11, -0.05], [0.20, 0.03, -0.23], [-0.19, -0.03, 0.19], [0.01, -0.12, 0.00], [-0.04, -0.03, 0.07], [-0.03, 0.06, 0.08], [0.03, 0.09, 0.00], [0.05, 0.06, -0.08], [-0.06, -0.09, 0.06]]}

Record 2
{"formula": "C4H9BOS", "method": "the ωB97M-V functional and the def2-TZVPD basis", "energy_ev": -17854.4395, "multiplicity": 1, "e_above_lowest_kcal_mol": 0.0, "smiles": "CB1OCCCS1", "homo_lumo_gap_ha": 0.3652, "species": ["C", "B", "O", "C", "C", "C", "S", "H", "H", "H", "H", "H", "H", "H", "H", "H"], "xyz": [[0.054, -1.486, -2.412], [0.151, -0.656, -1.082], [-0.650, 0.409, -0.902], [-0.720, 1.215, 0.276], [-0.274, 0.572, 1.611], [1.152, 0.043, 1.486], [1.311, -1.219, 0.205], [-1.041, -1.313, -2.772], [0.483, -2.483, -2.125], [0.703, -1.095, -3.236], [-1.764, 1.605, 0.337], [-0.226, 2.194, 0.054], [-0.556, 1.288, 2.469], [-0.871, -0.364, 1.773], [1.882, 0.919, 1.461], [1.272, -0.341, 2.482]], "forces_ev_per_angstrom": [[-0.39, 0.65, -0.29], [0.40, 0.11, 0.06], [-0.34, 0.49, 0.46], [-1.03, 1.64, 0.20], [-1.46, -0.08, -1.05], [0.17, 2.28, 1.35], [0.38, 0.08, 0.23], [1.84, -1.24, 0.52], [-1.18, 0.36, -0.86], [-0.40, -0.14, 0.75], [0.37, -0.87, 0.09], [0.47, -0.93, 0.29], [1.01, -1.01, -1.25], [0.02, 0.89, -0.10], [-0.69, -1.23, -0.61], [0.82, -0.99, 0.21]]}

Record 3
{"formula": "C40H48BFN7O5RhS2", "method": "the ωB97M-V functional and the def2-TZVPD basis", "charge": 2, "energy_ev": -90984.7912, "multiplicity": 5, "e_above_lowest_kcal_mol": 17.0, "homo_lumo_gap_ha": [0.2706, 0.2063], "species": ["Rh", "B", "N", "C", "C", "C", "N", "N", "C", "C", "C", "N", "H", "H", "H", "H", "H", "H", "H", "H", "C", "C", "N", "C", "C", "C", "O", "O", "C", "O", "C", "C", "C", "F", "C", "C", "C", "N", "C", "C", "N", "C", "C", "H", "H", "H", "H", "H", "H", "H", "H", "H", "H", "H", "H", "H", "H", "H", "H", "H", "H", "O", "S", "C", "C", "C", "C", "H", "H", "H", "H", "H", "H", "H", "H", "O", "S", "C", "C", "C", "C", "C", "C", "C", "C", "C", "C", "C", "C", "C", "C", "H", "H", "H", "H", "H", "H", "H", "H", "H", "H", "H", "H", "H", "H"], "xyz": [[-0.946, 0.420, -1.023], [-3.497, 3.035, -1.092], [-3.375, 1.970, 0.073], [-4.227, 1.961, 1.095], [-3.936, 0.891, 1.938], [-2.859, 0.275, 1.339], [-2.529, 0.937, 0.214], [-2.370, 2.949, -2.191], [-2.229, 3.880, -3.140], [-1.235, 3.488, -4.022], [-0.801, 2.272, -3.520], [-1.499, 1.961, -2.418], [-3.432, 4.132, -0.597], [-4.562, 2.861, -1.630], [-4.995, 2.713, 1.161], [-4.448, 0.607, 2.839], [-2.314, -0.609, 1.630], [-2.863, 4.751, -3.139], [-0.894, 4.001, -4.903], [-0.053, 1.594, -3.903], [2.394, -4.615, 4.074], [1.059, -3.899, 4.197], [0.923, -2.805, 3.219], [0.259, -3.038, 2.080], [0.140, -2.144, 1.049], [-0.628, -2.581, -0.169], [-1.097, -3.701, -0.206], [-0.707, -1.713, -1.126], [0.777, -0.889, 1.146], [0.810, -0.033, 0.221], [1.438, -0.599, 2.411], [1.997, 0.663, 2.629], [2.651, 0.931, 3.794], [3.231, 2.141, 3.951], [2.768, -0.023, 4.822], [2.198, -1.264, 4.611], [1.529, -1.570, 3.417], [3.414, 0.232, 6.056], [3.577, 1.593, 6.537], [3.725, 1.577, 8.048], [4.917, 0.730, 8.413], [4.758, -0.668, 7.880], [4.566, -0.596, 6.378], [2.471, -5.389, 4.836], [3.232, -3.927, 4.194], [2.486, -5.090, 3.098], [0.903, -3.494, 5.195], [0.236, -4.586, 4.007], [-0.211, -4.008, 1.969], [1.908, 1.416, 1.857], [2.251, -1.992, 5.406], [2.697, 2.185, 6.299], [4.445, 2.096, 6.086], [2.859, 1.120, 8.524], [3.882, 2.576, 8.449], [5.057, 0.718, 9.425], [5.756, 1.149, 8.001], [3.882, -1.090, 8.369], [5.642, -1.242, 8.152], [4.426, -1.609, 6.006], [5.483, -0.203, 5.908], [-0.087, 2.369, -0.062], [0.582, 3.509, -0.842], [1.369, 4.531, 0.441], [2.889, 4.384, 0.316], [3.180, 3.965, -1.127], [2.164, 2.876, -1.445], [0.955, 4.175, 1.382], [1.030, 5.553, 0.275], [3.249, 3.618, 1.005], [3.391, 5.316, 0.571], [4.199, 3.605, -1.259], [3.042, 4.813, -1.801], [2.337, 1.956, -0.880], [2.071, 2.646, -2.504], [-2.672, -0.417, -2.253], [-2.701, -1.796, -2.977], [-1.340, -1.742, -4.153], [-1.301, -3.029, -4.933], [-1.219, -4.246, -4.257], [-1.197, -5.435, -4.970], [-1.251, -5.418, -6.357], [-1.323, -4.208, -7.032], [-1.352, -3.016, -6.322], [-4.109, -1.598, -4.090], [-4.022, -0.518, -5.125], [-4.026, 0.828, -4.768], [-3.962, 1.805, -5.751], [-3.894, 1.450, -7.092], [-3.900, 0.111, -7.452], [-3.964, -0.868, -6.471], [-0.463, -1.632, -3.518], [-1.478, -0.858, -4.778], [-1.176, -4.259, -3.173], [-1.136, -6.377, -4.441], [-1.238, -6.346, -6.912], [-1.359, -4.191, -8.113], [-1.410, -2.071, -6.849], [-4.923, -1.426, -3.383], [-4.228, -2.589, -4.533], [-4.087, 1.108, -3.724], [-3.981, 2.849, -5.468], [-3.849, 2.216, -7.855], [-3.871, -0.173, -8.495], [-3.981, -1.914, -6.753]], "forces_ev_per_angstrom": [[-0.53, -0.41, -0.31], [-0.06, 0.02, -0.06], [0.10, 0.02, -0.12], [-0.06, 0.02, 0.08], [-0.05, 0.05, -0.01], [0.03, 0.02, -0.06], [0.01, -0.02, 0.20], [0.05, 0.01, 0.23], [-0.06, 0.02, -0.07], [-0.02, 0.03, 0.00], [-0.06, -0.07, -0.04], [0.23, 0.04, -0.08], [0.05, -0.05, 0.02], [0.04, -0.08, -0.01], [-0.01, 0.00, 0.00], [-0.02, 0.01, 0.00], [0.03, -0.01, -0.01], [0.00, 0.01, 0.01], [0.00, 0.01, -0.01], [0.01, -0.01, 0.02], [-0.01, 0.02, 0.00], [0.02, 0.00, -0.03], [0.07, 0.04, 0.06], [-0.07, 0.05, -0.08], [-0.13, -0.12, 0.14], [0.07, -0.02, -0.03], [0.05, -0.04, -0.02], [-0.07, 0.11, -0.12], [0.03, 0.09, -0.24], [0.10, 0.20, 0.41], [0.10, -0.05, 0.05], [-0.01, 0.03, -0.06], [0.07, -0.02, 0.03], [-0.03, -0.03, -0.01], [-0.06, 0.06, -0.03], [-0.06, -0.02, 0.00], [0.01, -0.06, 0.01], [0.04, -0.08, 0.05], [-0.03, -0.04, 0.00], [-0.03, 0.03, 0.00], [-0.02, 0.00, -0.05], [0.02, -0.04, 0.01], [0.02, 0.07, -0.04], [0.00, -0.01, 0.00], [0.00, 0.00, 0.01], [0.00, 0.00, -0.01], [-0.04, 0.00, 0.01], [0.00, 0.00, 0.02], [0.02, -0.01, 0.00], [0.00, -0.01, -0.02], [0.00, 0.00, 0.03], [0.01, 0.00, -0.01], [-0.01, 0.02, 0.01], [0.01, 0.00, 0.02], [0.03, 0.00, -0.01], [-0.03, 0.00, -0.02], [0.01, 0.00, 0.07], [0.01, 0.01, 0.01], [0.02, 0.04, -0.01], [-0.02, 0.00, -0.02], [0.01, -0.02, 0.00], [0.30, 0.14, -0.14], [-0.39, -0.20, 0.09], [0.06, 0.06, 0.01], [-0.01, 0.01, -0.02], [-0.05, -0.01, 0.07], [0.09, -0.01, -0.03], [-0.02, 0.03, 0.01], [0.02, 0.01, -0.01], [0.00, -0.02, -0.02], [0.00, -0.01, 0.03], [0.00, -0.01, -0.01], [0.02, 0.00, -0.01], [0.02, 0.01, 0.01], [-0.02, 0.01, 0.00], [0.26, -0.34, -0.38], [0.04, 0.59, 0.56], [0.03, -0.05, -0.06], [-0.01, 0.01, 0.03], [-0.01, 0.02, 0.01], [0.00, 0.01, -0.02], [-0.01, 0.00, 0.01], [-0.01, 0.01, 0.01], [0.03, -0.01, -0.03], [-0.10, 0.03, 0.06], [0.05, -0.03, 0.01], [-0.01, 0.02, 0.03], [0.00, -0.01, -0.01], [0.02, 0.00, 0.01], [-0.01, 0.00, 0.02], [-0.02, 0.00, -0.04], [0.06, 0.04, 0.02], [0.03, -0.03, -0.02], [0.01, -0.01, 0.00], [0.00, 0.00, 0.01], [0.01, -0.01, 0.00], [0.01, 0.00, -0.01], [0.01, -0.01, 0.01], [-0.07, -0.08, -0.06], [-0.10, 0.01, -0.03], [-0.01, 0.00, -0.02], [0.01, 0.01, 0.01], [-0.02, 0.01, 0.00], [0.01, 0.00, -0.01], [-0.01, 0.01, 0.00]]}